Here is C3H5O3Pb as an isolated structure in a non-equilibrium geometry from the OMol25 dataset. Energies are from wB97M-V/def2-TZVPD.

Results
max |F| = 5.38 eV Å⁻¹
energy above the lowest of the compared OMol25 structures with the same formula, charge and spin = 410.3 kJ/mol
2S+1 = 2

XYZ file:
```
12
Properties=species:S:1:pos:R:3:lowdin_charge:R:1
H -1.15 0.15 2.19 0.0765
C -0.72 0.19 1.18 -0.0982
C -0.13 1.35 0.80 -0.2370
O 0.70 1.58 -0.22 -0.0571
C 0.72 0.64 -1.24 -0.5105
O 1.35 1.25 -2.28 -0.0005
Pb 0.36 -1.41 -0.58 1.2207
O -0.69 -2.96 -0.03 -0.5584
H -1.18 -0.56 0.54 -0.0248
H -1.11 -3.11 0.81 -0.0373
H -0.19 2.23 1.45 0.1323
H 2.03 0.66 -2.62 0.0943
```